Computed, not measured: a single C3H5N3 molecule at a distorted geometry, with ωB97M-V/def2-TZVPD.

```
11
Properties=species:S:1:pos:R:3:forces:R:3
N 1.9840 -0.0701 -0.1927 0.329 -0.117 0.083
C 0.5923 -0.1257 -0.0617 0.090 0.257 -0.341
C -0.2611 0.9046 -0.3243 0.576 -0.278 -0.010
N -1.5385 0.5102 -0.0858 0.335 -1.636 0.156
C -1.3621 -1.0345 0.2245 -0.123 2.910 0.675
N -0.0799 -1.2472 0.2839 -0.231 0.176 -0.175
H 2.3853 -0.9828 -0.0332 0.093 0.002 0.031
H 2.3965 0.6012 0.4429 0.042 -0.140 -0.057
H 0.0414 1.8559 -0.7463 -0.422 -0.056 0.122
H -2.2014 1.2384 -0.4352 -0.169 -1.962 0.681
H -1.9566 -1.6499 0.9280 -0.520 0.843 -1.165
```
Positions in Å, forces in eV/Å.

Results
- Relative energy (zero: lowest compared OMol25 entry of this formula, charge and spin): 31.76 kcal/mol
- SMILES string: Nc1c[nH]cn1
- F_max: 2.989 eV/Å
- Frontier orbital gap: 8.78 eV
- LUMO energy: 1.0 eV
- Spin multiplicity: 1

Here are the Mulliken charges for atoms 1 to 6, given in e: -0.568 0.329 -0.319 -0.171 -0.237 -0.474